111
Properties=species:S:1:pos:R:3 method="wB97M-V/def2-TZVPD" orbital_gap_ev=7.344 energy_ha=-77190.482616 de_lowest_ev=0.0000 lumo_energy_ev=-1.533 charge=0 spin_multiplicity=1
C 4.117 0.331 2.172
C 4.555 1.802 1.727
C 4.176 2.196 0.214
C 4.090 0.935 -0.800
C 2.618 0.447 -1.144
C 2.504 -0.782 -2.083
C 3.779 -1.499 -2.672
C 5.245 -1.025 -2.340
C 6.546 -1.764 -2.929
Br 6.824 -1.360 -4.889
C 6.615 -3.331 -2.589
C 7.452 -4.210 -3.651
Br 7.604 -3.519 -0.834
C 5.367 0.219 -1.376
C 6.769 0.852 -0.917
C 7.041 2.224 -1.712
C 6.234 2.712 -3.004
N 7.994 3.002 -1.199
C 3.467 -2.776 -3.608
O 4.054 -3.021 -4.688
C 2.269 -3.725 -3.072
C 2.346 -5.273 -3.095
P 3.860 -6.190 -3.810
S 5.194 -6.584 -2.440
C 1.135 -6.054 -2.506
C -0.153 -5.354 -1.942
C -0.240 -3.782 -1.914
N -1.479 -3.188 -1.374
C -2.374 -2.662 -2.419
C -3.899 -2.196 -2.175
O -1.972 -2.597 -3.621
C -1.244 -2.260 -0.266
C -1.717 -0.744 -0.163
O -0.596 -2.726 0.722
C 0.994 -3.019 -2.472
C 1.047 -1.395 -2.463
O 0.077 -0.658 -2.755
H 2.987 0.293 2.404
H 4.632 0.132 3.191
H 4.468 -0.505 1.479
H 4.083 2.538 2.485
H 5.696 1.869 1.918
H 3.145 2.701 0.250
H 4.960 2.935 -0.170
H 1.677 0.940 -0.722
H 7.463 -1.284 -2.416
H 5.607 -3.834 -2.412
H 8.412 -3.619 -3.874
H 7.785 -5.196 -3.162
H 6.841 -4.367 -4.604
H 6.632 1.161 0.190
H 7.642 0.120 -0.929
H 6.225 3.858 -2.977
H 6.769 2.363 -3.949
H 5.149 2.358 -3.055
H 8.032 3.841 -1.803
H 3.338 -7.408 -4.362
H 4.493 -5.460 -4.869
H 1.152 -7.191 -2.469
H -1.034 -5.941 -1.518
H -4.559 -2.925 -2.777
H -4.043 -1.171 -2.684
H -4.191 -2.202 -1.072
H -2.455 -0.530 0.686
H -0.769 -0.125 0.074
H -2.151 -0.300 -1.119
C -1.688 3.564 1.018
Br -3.177 2.536 0.321
Br 0.018 2.770 0.546
Br -1.789 5.427 0.488
H -1.762 3.538 2.104
C -7.195 2.800 2.358
Br -7.025 1.176 1.309
Br -6.274 2.660 4.059
Br -6.633 4.367 1.361
H -8.255 2.926 2.579
C 2.201 4.677 -2.700
Br 2.101 2.801 -2.208
Br 2.912 5.762 -1.257
Br 3.184 4.939 -4.353
H 1.180 5.015 -2.879
C -10.347 3.547 5.374
Br -10.179 1.937 4.303
Br -9.419 3.383 7.068
Br -9.793 5.125 4.392
H -11.406 3.668 5.601
C 0.349 -3.225 4.303
Br 2.202 -3.769 4.472
Br -0.864 -4.579 4.981
Br 0.023 -1.492 5.117
H 0.144 -3.121 3.237
C -11.960 5.717 0.848
Br -10.099 5.194 0.999
Br -13.149 4.360 1.562
Br -12.287 7.454 1.647
H -12.181 5.807 -0.214
C 1.070 8.125 -3.953
Br 0.935 8.874 -5.737
Br 2.027 9.303 -2.746
Br -0.667 7.624 -3.247
H 1.656 7.210 -4.036
C -4.264 -6.306 5.667
Br -4.247 -7.663 7.053
Br -5.260 -6.883 4.105
Br -4.899 -4.600 6.336
H -3.233 -6.160 5.351
C -10.084 -0.228 9.015
Br -11.458 0.861 8.185
Br -8.385 -0.086 8.087
Br -9.904 0.158 10.907
H -10.406 -1.265 8.931



88
Properties=species:S:1:pos:R:3 method="wB97M-V/def2-TZVPD" orbital_gap_ev=6.233 energy_ha=-8462.877762 de_lowest_ev=2.2829 lumo_energy_ev=-3.634 charge=+1 spin_multiplicity=1
Ca -0.563 0.219 -0.203
C -2.084 -2.281 2.780
Si -0.461 -2.470 1.878
C 0.184 -4.176 2.238
C 0.544 -1.159 2.791
C -0.763 -2.123 0.068
C -2.264 -2.244 -0.085
C -2.982 -3.467 -0.148
C -4.359 -3.481 -0.248
C -5.051 -2.271 -0.282
C -4.316 -1.113 -0.227
N -2.967 -1.077 -0.141
Si 0.012 -2.874 -1.451
C -1.288 -2.764 -2.793
C 0.498 -4.665 -1.310
C 1.483 -1.941 -2.170
H -1.916 -2.376 3.864
H -2.834 -3.030 2.484
H -2.518 -1.289 2.592
H 0.677 -4.221 3.227
H 0.908 -4.516 1.478
H -0.649 -4.894 2.246
H 0.570 -1.422 3.859
H 0.022 -0.181 2.733
H 1.568 -1.016 2.452
H -2.421 -4.399 -0.099
H -4.900 -4.422 -0.287
H -6.133 -2.234 -0.347
H -4.825 -0.150 -0.253
H -2.026 -3.574 -2.714
H -0.816 -2.827 -3.784
H -1.845 -1.814 -2.743
H -0.338 -5.276 -0.935
H 1.353 -4.809 -0.629
H 0.794 -5.061 -2.299
H 1.614 -0.922 -1.783
H 1.351 -1.882 -3.263
H 2.431 -2.465 -1.978
S 7.593 2.135 1.632
N 7.046 0.625 1.602
C 5.825 0.733 1.138
C 4.910 -0.384 0.908
C 5.270 -1.707 1.141
C 4.363 -2.702 0.877
C 3.110 -2.334 0.395
N 2.743 -1.076 0.181
C 3.632 -0.108 0.422
C 3.223 1.289 0.099
N 1.990 1.495 -0.418
C 1.688 2.728 -0.846
C 2.529 3.826 -0.719
C 3.748 3.635 -0.125
C 4.116 2.349 0.270
C 5.434 2.067 0.828
N 6.351 2.975 1.056
H 6.262 -1.925 1.525
H 4.606 -3.749 1.036
H 2.358 -3.099 0.190
H 0.721 2.855 -1.323
H 2.211 4.802 -1.073
H 4.454 4.454 0.018
C -6.056 2.213 -1.787
C -4.666 1.910 -2.301
C -4.355 1.879 -3.654
C -3.068 1.589 -4.087
C -2.124 1.344 -3.118
Br -0.331 0.948 -3.577
N -2.370 1.367 -1.820
C -3.632 1.640 -1.424
H -6.737 2.443 -2.604
H -6.047 3.064 -1.106
H -6.467 1.363 -1.238
H -5.134 2.078 -4.389
H -2.809 1.552 -5.141
H -3.807 1.633 -0.346
Se -1.547 4.219 -0.685
N -0.960 2.981 0.458
C -0.121 3.613 1.255
C 0.623 2.981 2.317
C 1.491 3.730 3.030
C 1.687 5.142 2.766
C 1.011 5.785 1.792
C 0.079 5.033 0.992
N -0.616 5.544 -0.003
H 0.483 1.931 2.533
H 2.056 3.265 3.836
H 2.396 5.692 3.377
H 1.148 6.844 1.595



92
Properties=species:S:1:pos:R:3 method="wB97M-V/def2-TZVPD" orbital_gap_ev=4.677 energy_ha=-5124.338651 lumo_energy_ev=0.764 charge=-1 spin_multiplicity=1
C 0.408 -1.736 4.297
C 1.614 -2.606 3.977
C 2.761 -1.810 3.405
O 2.373 -1.285 2.170
N 3.482 -0.407 1.740
C 2.966 0.596 1.120
Br 3.538 0.617 -1.183
C 3.438 1.959 1.588
C 2.696 2.221 2.912
H -0.339 -2.304 4.858
H 0.676 -0.874 4.911
H -0.087 -1.378 3.396
H 1.969 -3.109 4.880
H 1.331 -3.371 3.249
H 3.637 -2.462 3.280
H 3.068 -1.008 4.090
H 1.877 0.520 1.083
H 3.204 2.716 0.845
H 4.517 1.895 1.718
H 2.085 1.358 3.176
H 2.028 3.073 2.822
H 3.389 2.384 3.736
C 2.124 3.198 -4.317
C 3.374 2.600 -4.225
C 4.348 2.899 -5.166
C 4.042 3.792 -6.176
C 2.803 4.395 -6.290
C 1.837 4.088 -5.346
N 5.077 4.125 -7.173
O 6.158 3.576 -7.081
O 4.796 4.933 -8.041
H 1.372 2.963 -3.575
H 3.571 1.904 -3.415
H 5.328 2.448 -5.117
H 2.606 5.085 -7.097
H 0.861 4.549 -5.406
C -4.799 1.905 4.249
C -3.834 2.078 5.233
C -2.536 2.429 4.887
C -2.239 2.595 3.548
C -3.174 2.408 2.549
C -4.466 2.064 2.910
N -0.870 3.003 3.154
O -0.053 3.204 4.029
O -0.655 3.135 1.967
H -5.810 1.642 4.528
H -4.093 1.945 6.274
H -1.767 2.572 5.631
H -2.889 2.542 1.517
H -5.215 1.923 2.143
C -3.310 -6.450 5.622
C -2.409 -5.737 6.400
C -2.663 -4.413 6.719
C -3.825 -3.833 6.253
C -4.737 -4.520 5.475
C -4.469 -5.842 5.158
N -4.120 -2.427 6.610
O -3.315 -1.826 7.289
O -5.169 -1.962 6.208
H -3.107 -7.483 5.373
H -1.504 -6.208 6.756
H -1.967 -3.843 7.317
H -5.632 -4.025 5.129
H -5.168 -6.397 4.548
C -3.260 3.799 -9.647
C -3.518 3.338 -8.363
C -2.907 3.936 -7.273
C -2.047 4.992 -7.502
C -1.768 5.468 -8.768
C -2.386 4.859 -9.849
N -1.400 5.642 -6.342
O -1.639 5.192 -5.241
O -0.662 6.581 -6.563
H -3.742 3.330 -10.494
H -4.197 2.510 -8.207
H -3.086 3.596 -6.264
H -1.084 6.292 -8.896
H -2.182 5.214 -10.850
C 2.740 -3.860 -0.601
C 1.630 -4.127 0.190
C 1.121 -5.411 0.279
C 1.742 -6.414 -0.445
C 2.842 -6.177 -1.251
C 3.339 -4.885 -1.323
N 1.219 -7.787 -0.347
O 0.240 -7.978 0.350
O 1.792 -8.663 -0.967
H 3.131 -2.849 -0.643
H 1.184 -3.314 0.747
H 0.264 -5.638 0.894
H 3.294 -6.989 -1.800
H 4.203 -4.677 -1.941



91
Properties=species:S:1:pos:R:3 method="wB97M-V/def2-TZVPD" orbital_gap_ev="6.206 / 6.321" energy_ha=-11968.692203 de_lowest_ev=1.4774 lumo_energy_ev="-3.931 / -3.816" charge=+1 spin_multiplicity=2
Ti -0.193 -2.626 -0.958
N 1.948 -2.479 -0.504
C 2.744 -3.318 0.452
C 2.682 -2.771 1.863
C 1.280 -2.406 2.349
C 0.264 -3.543 2.228
N -0.790 -3.214 1.207
H 2.303 -2.621 -1.433
H 2.153 -1.502 -0.336
H 3.776 -3.360 0.136
H 2.357 -4.331 0.420
H 3.315 -1.882 1.937
H 3.120 -3.526 2.521
H 0.907 -1.540 1.801
H 1.347 -2.071 3.377
H -0.205 -3.732 3.182
H 0.743 -4.470 1.918
H -1.332 -2.436 1.567
H -1.428 -3.991 1.172
Se -0.095 0.821 3.842
P -0.730 1.974 2.193
C 0.041 3.611 2.238
C 1.383 3.715 2.609
C 1.968 4.965 2.788
C 1.208 6.120 2.627
C -0.137 6.024 2.285
C -0.722 4.777 2.094
C -2.494 2.293 2.070
C -3.032 2.747 0.865
C -4.349 3.179 0.814
C -5.129 3.165 1.967
C -4.603 2.687 3.161
C -3.279 2.250 3.218
C -0.489 0.974 0.641
C 0.380 0.765 -0.492
N -0.018 -0.433 -0.988
N -0.997 -0.904 -0.211
N -1.275 -0.098 0.766
P 1.520 1.719 -1.630
Se 2.497 0.419 -2.963
C 0.448 2.936 -2.417
C 0.114 4.130 -1.783
C -0.817 4.985 -2.364
C -1.411 4.643 -3.575
C -1.067 3.456 -4.211
C -0.134 2.599 -3.634
C 2.775 2.560 -0.663
C 3.443 1.853 0.334
C 4.585 2.379 0.913
C 5.077 3.608 0.480
C 4.418 4.310 -0.520
C 3.267 3.786 -1.100
H 1.955 2.815 2.795
H 3.014 5.035 3.073
H 1.658 7.096 2.797
H -0.739 6.923 2.182
H -1.772 4.717 1.840
H -2.421 2.761 -0.038
H -4.767 3.534 -0.121
H -6.150 3.531 1.930
H -5.217 2.661 4.054
H -2.854 1.876 4.143
H 0.591 4.401 -0.855
H -1.070 5.921 -1.874
H -2.134 5.314 -4.032
H -1.521 3.193 -5.161
H 0.145 1.671 -4.123
H 3.067 0.885 0.658
H 5.101 1.829 1.696
H 5.983 4.013 0.920
H 4.807 5.262 -0.864
H 2.769 4.325 -1.897
N -3.006 -8.906 -2.065
C -1.732 -8.708 -1.731
S -0.687 -9.901 -1.433
C -1.338 -7.233 -1.568
C -0.021 -6.847 -1.595
C 0.304 -5.517 -1.430
N -0.613 -4.575 -1.184
C -1.885 -4.951 -1.168
C -2.282 -6.264 -1.382
H -3.293 -9.859 -2.217
H -3.569 -8.179 -2.486
H 0.746 -7.586 -1.774
H 1.326 -5.192 -1.509
H -2.615 -4.182 -0.999
H -3.341 -6.491 -1.373
Cl -2.592 -3.938 -4.208
Ge -1.910 -2.098 -3.163
Cl -1.785 -0.778 -4.865
Cl 0.510 -2.751 -3.225



87
Properties=species:S:1:pos:R:3 method="wB97M-V/def2-TZVPD" orbital_gap_ev=6.992 energy_ha=-3268.210571 de_lowest_ev=0.3404 lumo_energy_ev=-0.908 charge=0 spin_multiplicity=1
Ir -0.302 -0.163 0.497
C 0.475 -3.492 3.383
C 1.491 -2.348 3.366
C 2.300 -2.299 4.662
C 2.375 -2.444 2.144
C 3.219 -3.538 1.989
C 4.003 -3.677 0.858
C 3.924 -2.730 -0.149
C 3.093 -1.618 -0.040
C 3.003 -0.702 -1.255
C 1.578 -0.397 -1.732
C 3.833 0.581 -1.138
C 2.359 -1.469 1.144
N 1.536 -0.300 1.287
C 2.058 0.829 1.676
C 1.298 1.982 1.526
C 1.586 3.315 1.819
C 0.522 4.038 1.334
C -0.398 3.135 0.747
N 0.073 1.874 0.858
C -1.678 3.660 0.127
C -2.532 2.606 -0.547
C -2.510 4.318 1.239
C -1.305 4.719 -0.924
H -0.240 -3.349 4.194
H 0.969 -4.455 3.528
H -0.081 -3.527 2.447
H 0.937 -1.417 3.285
H 2.899 -3.203 4.791
H 1.638 -2.219 5.527
H 2.975 -1.441 4.679
H 3.255 -4.292 2.766
H 4.657 -4.533 0.748
H 4.503 -2.862 -1.055
H 3.458 -1.289 -2.058
H 1.070 0.332 -1.087
H 0.982 -1.310 -1.805
H 1.609 0.059 -2.723
H 3.344 1.327 -0.511
H 3.963 1.030 -2.125
H 4.821 0.375 -0.726
H 3.060 0.848 2.094
H 2.467 3.680 2.324
H 0.393 5.107 1.384
H -2.920 1.891 0.173
H -1.971 2.067 -1.310
H -3.381 3.094 -1.033
H -2.771 3.586 2.005
H -3.434 4.722 0.819
H -1.969 5.134 1.719
H -0.707 4.276 -1.723
H -0.735 5.541 -0.492
H -2.214 5.132 -1.365
O -2.132 -0.237 -0.540
C -2.603 -1.190 -1.175
C -2.037 -2.485 -1.360
C -2.714 -3.378 -2.209
C -2.205 -4.625 -2.421
C -1.016 -5.045 -1.797
C -0.350 -4.200 -0.959
C -0.838 -2.888 -0.705
O -0.172 -2.147 0.104
N -2.910 -5.544 -3.313
O -2.429 -6.649 -3.475
O -3.937 -5.153 -3.834
H -3.573 -1.011 -1.655
H -3.633 -3.083 -2.699
H -0.650 -6.043 -1.993
H 0.564 -4.496 -0.460
S 1.103 1.013 7.120
C 0.102 0.534 5.904
S 0.141 1.210 4.300
C -1.038 0.039 3.769
N -1.451 -0.742 4.707
N -0.854 -0.439 5.901
C -1.248 -1.225 7.031
C -1.496 -0.616 8.251
C -1.892 -1.397 9.326
C -2.045 -2.768 9.181
C -1.808 -3.363 7.950
C -1.408 -2.593 6.870
S -1.813 0.017 2.208
H -1.377 0.451 8.358
H -2.085 -0.926 10.281
H -2.354 -3.371 10.024
H -1.933 -4.430 7.827
H -1.232 -3.042 5.903